Record 1
ORCA calculation (ωB97M-V with the def2-TZVPD basis set) on a cluster of 10 separate species, C14H48N6O10 in total at a distorted geometry.

For the HOMO-LUMO gap, the calculation gives 9.2 eV. Its SMILES is NC(N)=O.NC(N)=O.NC(N)=O.CCO.CCO.CCO.CCO.CO.CO.CO. The total energy is -44709.101 eV. As for the HOMO energy: -9.08 eV.

The geometry in XYZ format:
```
78
Properties=species:S:1:pos:R:3:forces:R:3
H -3.3016 2.5497 -0.4740 0.591 -2.332 -0.328
H -1.7688 -2.7582 2.7630 0.754 -0.489 0.041
O -0.3757 -3.2083 1.2571 0.119 0.324 -0.461
O -4.2835 1.8563 -2.7790 4.716 -3.310 3.814
O 0.6496 0.2244 4.7959 0.356 -1.277 0.138
H -1.8167 5.0401 2.9724 -0.686 -0.480 0.157
C 2.7559 -2.6145 4.7724 -0.372 0.421 -1.376
C -1.6690 -2.7005 -1.5914 7.117 0.284 -2.027
C -1.2485 5.4208 2.1530 3.258 1.026 -0.139
O 0.7023 1.5808 0.5683 1.170 -4.805 -2.166
H 1.8440 1.4424 3.7430 0.436 0.447 0.496
C 0.9534 0.3956 -0.0195 -0.755 3.347 2.176
H 4.0755 -2.6716 -1.8064 0.669 -0.212 -0.078
O -0.6153 1.6006 -3.1229 -0.165 -0.090 0.285
H 1.9114 -3.6006 -1.5839 -0.025 -0.408 -0.400
H -0.3122 -2.5535 -4.0129 -0.142 0.900 -1.556
H 1.8417 -1.5239 -0.0008 -0.435 1.219 0.064
N -3.2927 -0.1953 -2.1225 0.727 -1.915 -1.771
H 2.0934 -2.9265 2.6044 -0.896 -0.090 0.036
H 1.6385 -1.2510 -4.7399 -1.683 0.066 -0.948
H -0.2421 -0.1072 4.6964 -0.290 0.020 0.053
H 0.9663 -0.6064 -7.0870 0.005 0.391 0.167
C -0.4856 4.3353 1.3619 0.176 0.401 -0.071
O 2.5925 -0.9070 2.9742 -0.399 -1.069 1.050
H 3.4748 -1.1275 -2.1543 -1.205 -0.325 -0.144
N 0.3321 0.0078 -1.1327 -0.710 0.407 -3.283
H -1.7579 6.0661 1.4765 -1.035 0.269 -0.328
O -0.3614 -2.1315 -4.9367 0.823 -0.499 0.776
H 0.4844 3.5367 4.5623 0.092 1.729 -0.946
H 0.0707 3.5033 -3.2593 0.936 0.793 -0.862
H 2.0498 -0.4360 1.4046 0.015 -0.572 -1.124
H -2.6431 -0.7613 -1.5018 -1.271 1.775 -1.934
H 3.5786 -2.0746 5.2506 0.395 -0.670 -0.260
H -3.6031 -3.0539 -1.2767 -0.259 0.109 0.199
H -2.4328 -1.4456 -0.0875 1.356 -0.571 -0.569
O 2.0976 -2.6776 -1.4482 0.371 2.141 -0.096
H 0.2814 3.8860 1.9512 0.991 0.147 0.810
H 0.7285 -0.8156 -1.6486 -0.100 1.125 0.460
H 0.6578 0.8362 -6.0159 -0.063 0.123 -0.531
H -0.0981 -3.1904 3.2153 1.161 -1.100 1.811
H 0.0338 4.6546 0.4149 -0.601 0.446 0.806
H -0.7809 -1.0511 -0.8642 -0.804 0.429 0.768
H -1.4182 3.4780 -2.3918 0.318 -0.986 0.017
C -0.6697 -2.6804 2.5318 -2.975 -0.167 -1.732
H 0.8874 2.5661 5.9016 0.237 -0.227 0.518
H 0.3282 1.2993 3.0572 -0.530 0.464 0.391
H -0.5283 -1.6451 2.5920 0.908 1.810 0.061
H 0.2538 -0.3974 -4.1664 -0.361 1.139 1.015
N -1.6257 -1.6620 -0.7160 0.269 -0.794 0.984
N 1.7107 -0.5765 0.4205 1.819 -0.203 3.192
H -0.6975 -0.2358 -6.6595 0.640 0.305 0.567
C 0.3516 -0.1737 -6.2869 -0.140 -1.411 0.418
H -0.7824 2.5203 0.8251 -0.098 0.368 0.028
C -3.4753 1.1096 -1.9365 -5.885 3.372 -3.189
H 1.9458 -2.0401 5.1327 -1.412 0.421 0.654
H -0.6819 -2.5761 0.5702 0.319 -0.665 0.718
C 3.2146 -2.1962 -2.2531 0.503 -1.617 0.910
H 2.5881 -3.6509 5.1317 0.540 0.560 -0.574
H -0.7786 2.4635 5.2274 1.199 0.215 -0.279
H -1.1410 1.6448 -3.9029 -0.765 -0.189 -0.953
O -1.3480 3.2844 1.0713 -1.196 -1.131 -0.618
H -2.4489 1.0017 -0.2225 0.322 0.328 0.388
H -3.3959 -0.5101 -3.1047 0.048 0.364 1.119
H 0.1079 2.7502 -1.6714 -0.511 0.561 -0.353
C 0.8039 1.4040 4.0435 -0.703 1.605 0.530
N -2.7254 -3.3925 -1.6194 -3.743 -3.616 -2.923
H 3.1495 -2.5911 -3.2661 -0.202 0.601 -0.165
C 0.3188 2.6052 4.9930 -0.838 -2.837 -1.046
C 0.5216 -0.9998 -4.9881 0.838 -1.007 0.028
H -2.7577 -3.9266 -2.5311 -0.260 0.402 1.768
N -3.1683 1.5111 -0.6953 -0.150 3.131 0.477
C -0.4856 2.8989 -2.5994 -0.049 0.520 1.663
H 1.8749 -0.6983 3.6090 0.229 0.499 -0.223
O -0.6140 -3.0581 -2.3580 -4.042 2.032 3.278
H 3.7293 -2.6345 2.8833 0.618 0.338 -0.520
C 2.7512 -2.3201 3.2020 1.461 -0.505 1.756
H -0.0373 0.7543 -1.7382 0.086 -0.795 0.059
H -0.4827 6.1267 2.6432 -0.837 -1.008 -0.673
```
Forces are in eV/Å.

Atomic partial charges in e from the Löwdin method, atoms 1 to 4: atom 1 (H): 0.150, atom 2 (H): 0.099, atom 3 (O): -0.125, atom 4 (O): -0.140


Record 2
ORCA calculation (ωB97M-V with the def2-TZVPD basis set) on a structure of composition CHI2PS at a distorted geometry.

For the HOMO-LUMO gap, the calculation gives 7.5 eV. The total energy is -37377.601 eV. As for the HOMO energy: -9.12 eV.

The geometry in XYZ format:
```
6
Properties=species:S:1:pos:R:3:forces:R:3
I 1.0785 -1.7726 0.5118 0.135 -0.173 0.170
P -0.3949 -0.0671 -1.4713 -1.612 -0.067 1.605
I 1.7452 1.7293 0.6111 0.074 -0.084 -0.371
C 0.2797 0.1915 0.3559 -1.481 0.801 1.087
H -0.3971 0.4446 1.2906 0.868 -1.034 -2.351
S -2.3114 -0.5257 -1.2982 2.016 0.557 -0.139
```
Forces are in eV/Å.

Atomic partial charges in e from the natural (NBO) method, atoms 1 to 4: atom 1 (I): 0.220, atom 2 (P): 0.679, atom 3 (I): 0.163, atom 4 (C): -0.955


Record 3
ORCA calculation (ωB97M-V with the def2-TZVPD basis set) on the molecule C9H7NO2 at a distorted geometry.

For the HOMO-LUMO gap, the calculation gives 8.9 eV. Its SMILES is O=C1/C(=N/O)Cc2ccccc21. The total energy is -15025.801 eV. As for the HOMO energy: -9.26 eV.

The geometry in XYZ format:
```
19
Properties=species:S:1:pos:R:3:forces:R:3
C 0.7832 -0.0139 1.7846 -0.758 0.224 4.855
H -0.1185 -3.3283 1.9672 0.700 1.829 -0.443
H 0.2034 -1.5706 3.4738 1.671 1.367 -2.172
C 0.4546 -1.2458 2.3598 -0.362 -1.177 1.223
C -0.5891 -0.4286 -1.4621 0.435 3.694 -1.552
O -0.7879 -1.1105 -2.4192 -0.425 -0.899 -0.487
C -0.0863 1.5879 -0.1238 1.980 1.410 1.064
H 0.9581 0.8774 2.4154 0.453 -0.707 -0.320
C -0.4206 -2.2000 0.2434 0.301 2.464 -1.105
C -0.2749 1.1453 -1.5503 -1.773 -4.727 -1.775
C 0.0701 -2.2838 1.4910 -1.210 -4.253 2.949
H 0.8799 2.0562 -0.2671 0.783 0.365 0.323
H 0.5257 3.1652 -3.3749 -2.141 0.506 4.008
C 0.2144 0.1761 0.5988 -1.484 4.475 -2.258
O -0.0038 2.9156 -2.4299 3.642 4.662 -6.447
H -0.7929 -3.0999 -0.3664 0.600 1.996 0.859
C -0.3841 -0.7717 -0.1001 -1.027 -6.090 -2.175
H -0.5657 2.5163 0.5143 0.176 -2.858 -1.805
N -0.0656 1.6130 -2.7546 -1.563 -2.280 5.259
```
Forces are in eV/Å.

Atomic partial charges in e from the natural (NBO) method, atoms 1 to 4: atom 1 (C): -0.236, atom 2 (H): 0.204, atom 3 (H): 0.241, atom 4 (C): -0.146


Record 4
ORCA calculation (ωB97M-V with the def2-TZVPD basis set) on a cluster of 2 separate species, H2IO2PS in total at a distorted geometry.

For the HOMO-LUMO gap, the calculation gives 8.0 eV. Its SMILES is O=PO.SI. The total energy is -32352.813 eV. As for the HOMO energy: -9.37 eV.

The geometry in XYZ format:
```
7
Properties=species:S:1:pos:R:3:forces:R:3
P -1.9642 2.8477 -0.4080 -0.554 -0.853 -0.865
H 2.8149 -1.5116 -0.7082 -0.037 0.252 -0.020
H -1.7387 0.5691 -0.4665 0.235 -0.412 0.705
I 4.7277 0.5248 0.0822 -1.044 -0.347 -0.434
O -1.7386 2.9251 1.0184 0.482 0.391 1.274
O -2.2355 1.3019 -0.8163 -0.149 0.874 -1.107
S 2.5494 -0.1952 -0.8456 1.067 0.095 0.447
```
Forces are in eV/Å.

Atomic partial charges in e from the natural (NBO) method, atoms 1 to 4: atom 1 (P): 1.538, atom 2 (H): 0.146, atom 3 (H): 0.517, atom 4 (I): 0.074